1.
40
Properties=species:S:1:pos:R:3:lowdin_charge:R:1 method="wB97M-V/def2-TZVPD" de_lowest_kj_mol=74.9 homo_energy_ev=-7.890 orbital_gap_ha=0.3147 smiles="CCOC(=O)c1cc2sc(C)cc2n1[C@H](C)C(=O)OCC" charge=0
C -1.1376 0.6073 1.0026 -0.41
H -3.6115 -4.0879 -4.0158 0.06
H 3.4471 -0.7105 2.1170 0.08
H -2.9306 -5.2057 -2.9031 0.07
O 1.8077 0.7269 0.6040 -0.02
H 4.3902 -0.0886 0.7965 0.06
H -4.0633 -3.9709 -2.2945 0.09
C -0.7965 3.0122 3.6354 -0.07
C -2.0789 -3.2027 -2.7718 -0.51
O 3.0325 0.7734 -1.3774 0.12
H 0.1442 3.5432 3.4423 0.07
C 1.1236 -0.4627 -1.2937 -0.11
H 2.3904 -1.9301 -2.4208 0.13
C 3.9118 0.1702 1.7077 -0.05
C -0.6768 1.5618 3.1499 -0.21
C -0.8244 -1.4617 -1.8687 -0.27
H 4.7222 0.5265 2.3576 0.09
S -0.3937 -3.5544 -3.2910 1.03
O -0.6248 1.6376 1.7129 -0.02
C -0.7275 2.0454 -1.0855 -0.02
C 0.1738 -2.1451 -2.4477 -0.51
H -2.1291 0.5010 -0.8653 0.16
H 3.3263 2.1393 0.9160 0.14
N -0.2907 -0.4009 -1.1480 0.07
C -2.1216 -2.0261 -2.0268 -0.04
H -0.7589 2.0054 -2.2005 0.11
H -1.5110 0.9988 3.5238 0.11
H 0.2847 1.1060 3.5293 0.14
H 2.4766 1.6297 2.3368 0.10
C 1.4123 -1.5555 -2.1221 0.03
H -1.6333 3.4693 3.0922 0.08
C 2.0723 0.4037 -0.7138 -0.43
C 2.8612 1.2426 1.4047 -0.22
O -1.6653 -0.3739 1.4809 0.12
H -1.4747 2.7495 -0.7804 0.08
H 0.2770 2.3544 -0.7533 0.09
H -3.0208 -1.6474 -1.5859 0.11
C -1.0742 0.6748 -0.5447 -0.21
H -1.0710 3.1083 4.7068 0.08
C -3.2377 -4.1633 -3.0056 -0.10

---

2.
50
Properties=species:S:1:pos:R:3:lowdin_charge:R:1 method="wB97M-V/def2-TZVPD" homo_energy_ev=-11.095 orbital_gap_ha=0.0630 charge=+1
H -0.6163 3.3051 0.4813 0.13
C 4.6807 4.7855 0.3005 -0.49
C 3.7635 3.6374 0.6265 -0.04
H 0.3752 2.8672 -1.9005 0.12
C -1.4415 -1.2018 -0.6871 0.02
C -1.6946 -2.3892 0.4565 -0.10
F 1.3954 2.5738 0.7068 -0.11
C 0.0024 2.3051 0.2794 -0.12
H -4.4987 0.5736 -1.8179 0.14
H -0.6916 -4.3528 1.5890 0.17
H -1.3116 2.0752 -1.6020 -0.06
C -3.9962 -0.2077 -1.0680 -0.08
H -2.2077 0.1989 -2.4470 0.09
Mg -1.8625 3.5143 -2.0252 1.19
C 0.9323 -2.7280 1.0083 -0.06
F -1.9951 -4.3483 -2.8156 0.01
H 5.6465 5.0998 2.1839 0.09
H 1.7860 -4.2874 3.6519 -0.12
O -2.9349 -2.6159 0.9328 0.05
O 4.4258 5.5663 -0.6152 0.05
H 4.2960 2.6906 0.5056 0.09
Be 0.8688 -2.2649 3.3487 1.14
B -2.2777 -5.4721 -1.9374 -1.05
C -2.5737 -0.6628 -1.7433 -0.10
C -0.4690 -3.3029 1.0782 0.10
C -0.1691 1.9835 -1.3222 -0.24
H 3.3921 3.7373 1.6496 0.09
O 2.2817 -0.5443 0.6007 -0.04
F -2.8957 -3.7755 2.9661 -0.37
C -3.8700 0.5614 0.3740 -0.24
H 1.8395 -3.3486 1.4605 0.10
C -0.0251 -0.6569 -0.7215 -0.04
C 1.1489 -1.2310 0.3191 -0.19
H -0.5110 1.4933 0.9884 0.15
O -3.1372 1.6587 0.5844 -0.07
O -4.6893 -0.0075 1.4952 0.02
H -4.0422 -0.3379 2.1872 0.13
F -2.3752 -6.6901 -2.7252 0.04
C 0.4817 0.5141 -1.7731 -0.08
H -2.8243 -1.5839 -2.4602 0.17
C 5.9217 4.9416 1.1381 -0.02
H 6.5503 4.0530 1.0399 0.09
F -3.5346 -5.2414 -1.2442 0.03
F -1.2057 -5.6086 -0.9648 0.03
H 2.9094 3.6492 -0.0591 0.06
H -4.6915 -1.1658 -0.9935 0.16
H 6.4878 5.8119 0.7892 0.09
H 1.6636 0.6607 -1.7141 0.16
H 0.1510 0.3239 -2.8896 0.14
O 1.5419 -4.5559 2.7850 -0.22

---

3.
42
Properties=species:S:1:pos:R:3:lowdin_charge:R:1 method="wB97M-V/def2-TZVPD" homo_energy_ev="2.134 / 2.127" orbital_gap_ha="0.1064 / 0.1066" multiplicity=2 s2=0.754 charge=-2
H 0.4703 3.2250 1.0843 0.10
Ti -0.1714 0.3504 1.2466 0.84
H 1.9667 0.2415 -1.7281 0.07
C -1.6610 -0.6311 -2.2892 -0.24
H -1.9099 -1.6353 -1.9202 0.06
H 0.2229 2.2557 -1.4284 0.10
H -2.4256 -0.3868 -3.0553 0.05
C 0.9265 2.3104 0.7079 -0.22
H 1.4635 -2.0977 0.3375 0.10
C -0.7201 -1.9346 0.7816 -0.15
C -0.4070 -0.7207 -3.0733 -0.48
H 2.2387 1.6485 2.4056 0.09
C -1.4197 -1.5842 1.9815 -0.16
C 0.8430 -1.4016 2.3999 -0.21
B -0.0062 2.0067 4.2973 -1.00
H 1.7907 -1.2844 2.9210 0.10
F 0.2675 3.2641 3.8938 0.19
F -0.8206 1.4229 2.6906 -0.27
C -0.4530 -1.2799 2.9842 -0.18
F -1.0663 1.7624 5.0895 0.19
C 0.8045 1.8035 -0.6243 -0.15
H -2.4114 1.3369 -1.5765 0.07
C 0.6775 -1.8106 1.0338 -0.20
H -2.4962 -1.6389 2.1225 0.10
C 1.7277 0.7290 -0.7825 -0.15
H 3.1396 -0.2205 0.6586 0.09
F 1.0486 1.1446 4.3719 0.17
C 1.8734 1.4835 1.4021 -0.22
H -1.1641 -2.3760 -0.1063 0.09
H -0.1553 -2.7526 -2.5663 0.05
H 0.7554 -2.2411 -4.0367 0.03
H -0.4684 1.3219 -3.6446 0.05
C 0.0311 0.3900 -3.9312 -0.19
C 0.4168 -1.9364 -3.0264 -0.19
H -3.1571 -0.0641 -0.7978 0.08
H 1.3322 -1.8058 -2.4228 0.02
H -0.6693 -1.0591 4.0268 0.10
C 2.3498 0.5027 0.4743 -0.20
O -1.5002 0.5704 0.0940 -0.36
H -0.1800 0.1808 -4.9997 0.02
H 1.1204 0.5497 -3.8594 0.04
C -2.2042 0.3609 -1.1362 -0.25

---

4.
50
Properties=species:S:1:pos:R:3:lowdin_charge:R:1 method="wB97M-V/def2-TZVPD" homo_energy_ev="-17.037 / -17.037" orbital_gap_ha="0.2583 / 0.1931" multiplicity=2 s2=1.783 charge=+3
C -1.2714 -1.6380 -2.5744 0.01
H 1.2111 -2.6144 1.4020 0.15
H 5.7542 5.3404 0.3712 0.14
C -2.1014 -3.5158 1.0759 0.05
O -2.4045 -5.0365 -2.9867 0.17
O -0.2095 -4.9945 1.5019 0.16
O -2.1705 0.0678 0.4400 0.20
C -3.5861 -1.6243 -2.9239 0.09
C -2.4251 -3.6840 -2.7659 -0.23
C 4.0747 4.6947 -0.3039 -0.72
C 1.7397 1.7885 4.1120 -0.75
H -0.4932 -1.1452 -2.0106 0.13
C 0.1525 -2.6119 1.1879 0.10
C -0.7219 -3.7182 1.3064 -0.19
N 2.0264 1.7201 5.3998 0.22
O -0.3801 1.9222 -1.5440 -0.08
H 5.4855 5.7709 -1.2927 0.14
H 4.1584 4.0082 -2.2396 0.13
H -4.6030 -3.4932 -2.9124 0.15
N 3.5786 4.1466 -1.4242 0.18
O 0.4152 1.9681 0.5337 -0.12
Ca 1.3633 4.0197 1.3417 1.67
H 1.6557 1.0906 6.0973 0.14
C -2.3808 -0.9129 -2.8111 -0.20
C -0.4110 -1.3716 0.7985 0.02
C -3.6322 -3.0230 -2.8594 0.08
H -1.4793 0.6414 0.1011 0.09
Be -0.6714 3.9513 -3.0162 0.93
H -0.2969 -3.5304 -2.2696 0.14
N 5.2440 5.2072 -0.4902 0.21
H 2.7207 2.4053 5.6617 0.14
C -1.1998 -3.0281 -2.5843 0.07
H 0.8167 0.8804 2.6096 0.09
C 0.3179 2.3757 -0.6340 -1.06
H -1.5433 -5.4096 -3.1883 0.14
H -4.5533 -1.1569 -3.0349 0.15
H 2.7264 3.6128 -1.3296 0.06
H 0.3159 -0.5829 0.6716 0.12
H -0.7552 -5.6459 1.0551 0.14
H -3.6879 -2.1340 0.7762 0.15
C -1.7424 -1.1339 0.7180 -0.29
O 2.0065 2.6760 3.3498 -0.06
C -2.6146 -2.2474 0.8151 0.08
O 3.5200 4.6398 0.7716 -0.09
N 1.0738 0.8124 3.5839 0.19
H -1.6049 0.8022 -2.1606 0.03
H -2.8038 -4.3277 0.9577 0.14
O -2.3390 0.4913 -2.6954 0.11
H 0.7717 0.1487 4.2827 0.13
O 0.9536 3.3980 -0.8705 -0.21

---

5.
40
Properties=species:S:1:pos:R:3:lowdin_charge:R:1 method="wB97M-V/def2-TZVPD" de_lowest_kj_mol=0.0 homo_energy_ev=-7.848 orbital_gap_ha=0.3023 charge=0
C 2.6753 0.5033 -1.9642 0.00
C 3.0337 1.8371 -2.1538 -0.06
C 0.4012 0.8778 3.3965 0.00
H 2.8379 -2.0749 -1.7543 0.10
Be -1.5414 0.4064 0.2220 -0.18
H 1.3682 0.9439 3.8933 0.08
C 1.9516 -2.2579 -1.1503 0.00
C 1.6717 -3.4975 -0.5850 -0.06
H 0.1838 3.1945 -0.8883 0.11
H -1.2235 -2.6701 0.9537 0.11
C 1.0727 -1.1829 -0.9280 -0.17
C 0.6011 0.6599 1.9237 -0.59
H 2.3971 3.9047 -1.8179 0.10
H -2.3451 -0.4116 2.2521 0.11
H -0.1821 1.7863 3.5742 0.08
H -3.4985 1.5607 1.6548 0.11
C 2.1594 2.8504 -1.7471 -0.05
H -2.8805 -0.2184 -1.6487 0.01
H 3.9917 2.0796 -2.6055 0.10
C -3.0496 1.1289 0.7506 -0.08
C 0.5305 -3.6761 0.1925 -0.05
H -2.1438 1.3988 -1.7425 0.01
H 2.3524 -4.3243 -0.7527 0.11
H -2.2583 1.8820 0.5169 0.12
H -3.7929 1.1381 -0.0528 0.09
O 1.6976 0.3054 1.4745 0.05
C -0.3222 -2.5803 0.3447 -0.11
C -1.9583 0.3525 -1.4768 -0.16
C 0.9049 2.4582 -1.2460 -0.11
H -3.6242 -0.9525 1.1406 0.12
H 3.3359 -0.3137 -2.2393 0.09
N 0.5529 1.1875 -1.1867 0.08
H 0.2493 -4.6077 0.6738 0.10
H -1.2064 0.0036 -2.1839 0.00
C -2.6825 -0.3908 1.2078 -0.06
N -0.0633 -1.4158 -0.2413 0.11
O -0.4631 0.9081 1.2111 -0.08
H -2.0193 -1.0073 0.5466 0.07
C 1.4235 0.1942 -1.3801 -0.20
H -0.1372 0.0198 3.8158 0.08

---

6.
38
Properties=species:S:1:pos:R:3:lowdin_charge:R:1 method="wB97M-V/def2-TZVPD" homo_energy_ev="-2.466 / -4.031" orbital_gap_ha="0.2142 / 0.2239" multiplicity=5 s2=6.054 charge=-1
H 2.6953 -3.3734 0.8589 0.08
H -1.4711 -2.3524 -0.0823 0.09
H 1.0134 2.5895 1.9736 0.07
H 0.3328 0.9971 2.6322 0.05
C 0.6230 -3.1875 -0.0230 -0.18
H 1.8550 -1.5571 2.6510 0.10
H -4.0113 0.8734 0.3570 0.03
C 1.7177 -2.9479 0.8865 -0.18
H -2.5058 0.5645 -0.3738 0.07
C -0.0481 -0.1579 -2.0452 -0.14
H -0.4332 -2.3043 -2.4820 0.10
Cl 4.0590 -0.5092 0.5083 -0.17
H -2.7554 0.5307 1.4425 0.07
H -0.9061 3.2677 -0.4727 0.08
C 0.2844 -1.5018 -2.2913 -0.21
C 0.6675 1.5205 1.6715 -0.31
C -1.9731 3.0382 -0.6575 -0.10
H 3.3179 -0.0510 -2.0912 0.05
C -0.4905 -2.3940 0.3776 -0.17
C -2.4024 2.3485 0.5424 -0.44
C 1.2635 -1.9426 1.8305 -0.22
O 1.6405 0.9212 1.1155 -0.35
H -2.0753 2.3471 -1.4782 0.06
C -0.1216 -1.6351 1.5389 -0.11
H 1.2399 1.6651 -1.8118 0.10
H 0.6492 -3.8919 -0.8486 0.10
C -1.4774 2.4589 1.5838 -0.08
C -3.0055 1.0302 0.4926 -0.10
H -1.6739 1.8554 2.5312 0.08
C 1.7127 -1.6378 -2.3210 -0.17
H -2.3777 3.9340 -0.9952 0.04
C 1.1611 0.5923 -1.8945 -0.16
H -0.8445 3.4095 1.5526 0.07
Pd 1.6034 -0.8983 -0.1124 0.86
H -0.7814 -1.0491 2.1276 0.08
C 2.2738 -0.3070 -2.1139 -0.25
H -1.0484 0.2768 -2.0561 0.08
H 2.2926 -2.5220 -2.5233 0.09

---

Going through the records in order, we get E_tot values of -1336.87619, -1872.94328, -1932.72244, -2171.22533, -858.29217, -1246.62225 Eh.